This record from the OMol25 dataset describes a molecular structure, C11H25CoN5O7 at a distorted geometry. The level of theory is ωB97M-V/def2-TZVPD.

Each line ends with the Mulliken spin population.
Atoms and positions in Å:
O  -0.527  -0.917  -3.671  0.0256
H  -0.802  -0.942  -4.590  -0.0015
Co  0.077  0.249  -0.595  1.7191
N  1.442  -1.006  -0.803  0.0712
N  -0.771  -1.548  -0.042  0.2637
N  0.801  1.825  -0.090  0.0808
N  -1.381  1.155  0.390  -0.0422
O  2.638  -0.616  -0.698  0.3388
O  2.123  1.941  -0.087  0.0096
O  -2.520  0.595  0.824  -0.0148
O  -1.673  -1.779  0.858  0.2907
C  -0.189  -2.645  -0.584  -0.0597
C  1.060  -2.286  -1.138  0.0736
C  0.064  2.880  0.327  0.0173
C  -1.221  2.452  0.761  0.0273
C  1.893  -3.075  -2.094  -0.0036
H  1.595  -2.901  -3.149  0.0047
H  1.762  -4.156  -1.924  0.0056
H  2.972  -2.847  -2.005  0.0024
C  -0.819  -3.977  -0.541  0.0116
H  -1.765  -3.949  -1.080  -0.0103
H  -1.025  -4.238  0.494  -0.0039
H  -0.176  -4.738  -0.987  0.0020
C  0.605  4.255  0.244  0.0034
C  -2.246  3.266  1.486  -0.0048
H  1.249  4.383  -0.640  -0.0007
H  1.203  4.572  1.111  -0.0022
H  -0.200  4.994  0.143  0.0013
H  -2.970  2.594  1.963  -0.0002
H  -2.795  3.939  0.807  0.0033
H  -1.770  3.890  2.260  0.0017
H  2.428  0.976  -0.205  0.0000
H  -2.279  -0.432  0.811  -0.0047
C  -2.358  -0.148  -2.363  0.8930
H  -2.020  -0.920  -3.003  0.0045
H  -2.096  0.880  -2.575  0.0233
H  -3.044  -0.333  -1.502  -0.0080
O  0.438  0.712  -2.247  0.3018
H  -0.250  -0.038  -3.280  -0.0071
H  0.078  1.672  -2.197  -0.0209
C  2.350  0.006  3.670  0.0039
C  1.240  -0.387  2.757  -0.0029
N  0.123  -0.968  3.254  0.0019
O  1.323  -0.143  1.529  0.0024
H  2.157  -0.221  4.716  0.0002
H  2.517  1.077  3.550  -0.0001
H  3.262  -0.491  3.341  0.0004
H  -0.568  -1.333  2.583  0.0029
H  0.068  -1.277  4.216  -0.0002

The spin multiplicity is 5. Its orbital gap (spin up / spin down) is 5.838 / 7.024 eV. As for the net charge: +1. The energy above the lowest of the compared OMol25 structures with the same formula, charge and spin comes out at 17.2 kcal per mole.

=====

This record from the OMol25 dataset describes a gas-phase ion, C9H13N2 (charge +1) at a distorted geometry. The level of theory is ωB97M-V/def2-TZVPD.

Each line ends with the Mulliken charge.
Atoms and positions in Å:
C  -0.532  -2.303  1.034  -1.1668
C  0.709  -2.366  0.402  -0.0461
C  -1.266  -1.192  0.692  0.1375
C  1.606  -1.363  0.013  -0.8122
C  -1.928  0.840  -0.466  -0.0930
C  -2.108  2.318  -2.329  -0.2803
C  -0.970  -0.147  -0.240  -0.6101
C  1.741  0.053  0.379  0.9109
C  0.944  0.590  1.578  -1.2349
N  -1.824  1.891  -1.222  -0.0659
N  2.607  0.746  -0.305  -0.3417
H  -0.938  -3.103  1.518  0.5547
H  1.109  -3.318  0.312  0.4486
H  -2.235  -1.052  1.293  0.1579
H  2.270  -1.774  -0.691  0.4217
H  -2.607  0.933  0.516  0.2354
H  -2.637  1.739  -3.064  0.2892
H  -1.515  3.167  -2.662  0.2772
H  -0.137  -0.192  -0.945  0.5296
H  0.554  -0.168  2.189  0.3693
H  -0.060  1.019  1.105  0.3152
H  1.442  1.394  2.059  0.4968
H  2.904  0.570  -1.207  0.2355
H  2.871  1.717  0.041  0.2714

The spin multiplicity is 1. Its orbital gap (spin up / spin down) is 6.862 / 6.863 eV. As for the net charge: +1. The SMILES is C=N/C=C/C=C\C=C/C(C)=[NH2+]. The energy above the lowest of the compared OMol25 structures with the same formula, charge and spin comes out at 96.0 kcal per mole.

=====

This record from the OMol25 dataset describes 3 unconnected molecules or ions with the total composition C5H15NO2 at a distorted geometry. The level of theory is ωB97M-V/def2-TZVPD.

Each line ends with the Mulliken charge.
Atoms and positions in Å:
C  -0.021  1.371  0.801  -0.9119
N  -0.332  0.515  -0.334  -0.3138
C  -1.504  0.852  -1.035  0.7071
C  -1.492  1.371  -2.273  -0.4595
C  -2.666  1.448  -3.201  -1.1002
C  -2.812  0.578  -0.302  -1.3913
H  0.454  0.809  1.604  0.2911
H  0.583  2.233  0.534  0.3114
H  -0.890  1.767  1.333  0.3155
H  0.464  0.445  -0.953  0.2597
H  -0.505  1.569  -2.686  0.2814
H  -2.387  1.127  -4.197  0.3337
H  -3.478  0.810  -2.863  0.2691
H  -3.042  2.468  -3.314  0.2607
H  -3.303  1.512  -0.034  0.2967
H  -2.527  0.129  0.652  0.3875
H  -3.418  -0.140  -0.845  0.4633
H  5.004  -1.361  1.756  0.3070
H  4.016  -2.341  2.312  0.3270
O  4.453  -2.103  1.481  -0.6368
H  3.921  -4.757  4.232  0.3125
H  5.200  -4.092  3.807  0.3218
O  4.282  -4.210  3.523  -0.6319

The spin multiplicity is 1. Its orbital gap is 8.660 eV. The SMILES is C/C=C(\C)NC.O.O. The energy above the lowest of the compared OMol25 structures with the same formula, charge and spin comes out at 35.3 kcal per mole.

=====

This record from the OMol25 dataset describes a single C32H32N4O3 molecule at a distorted geometry. The level of theory is ωB97M-V/def2-TZVPD.

Each line ends with the Mulliken charge.
Atoms and positions in Å:
C  -3.121  -2.373  -0.641  -0.8748
H  -3.576  -2.156  -1.611  0.3181
O  -1.854  -1.765  -0.523  -0.5303
C  -1.694  -0.440  -0.829  -0.7794
C  -0.398  -0.086  -1.178  0.5869
C  -0.040  1.217  -1.483  -0.2793
C  -1.024  2.191  -1.453  -1.1989
C  -2.322  1.861  -1.106  -0.5591
C  -2.682  0.560  -0.778  1.1348
O  -3.946  0.198  -0.390  -0.2630
C  -4.964  1.178  -0.375  -0.8044
C  -6.248  0.503  0.030  0.4183
C  -7.007  0.984  1.087  -0.5169
C  -8.187  0.354  1.445  -0.5700
C  -8.612  -0.768  0.756  -0.4269
C  -7.855  -1.257  -0.296  -0.5779
C  -6.682  -0.622  -0.660  -0.2656
H  -6.090  -1.001  -1.480  0.3702
H  -8.182  -2.133  -0.837  0.3812
H  -9.530  -1.262  1.038  0.3732
H  -8.772  0.739  2.267  0.3916
H  -6.676  1.857  1.632  0.3407
H  -4.717  1.979  0.336  0.4467
H  -5.079  1.621  -1.377  0.4619
H  -3.061  2.646  -1.082  0.4298
H  -0.776  3.215  -1.679  0.4784
C  1.401  1.581  -1.790  0.8448
C  2.082  0.503  -2.592  -0.6739
C  2.838  -0.455  -1.997  0.9514
N  3.451  -1.485  -2.685  -0.6118
H  3.144  -1.556  -3.645  0.3212
H  3.476  -2.380  -2.215  0.1365
N  3.148  -0.368  -0.643  0.6834
C  2.902  0.802  0.055  0.7212
C  2.125  1.771  -0.473  -0.6275
C  1.913  3.040  0.212  0.9029
O  1.326  3.973  -0.303  -0.6607
C  2.446  3.126  1.627  -1.2850
C  3.768  2.379  1.810  2.0621
C  4.199  2.433  3.277  -2.1098
H  3.437  2.001  3.922  0.4269
H  5.125  1.882  3.423  0.4224
H  4.363  3.463  3.585  0.4402
C  4.854  3.014  0.940  -1.8580
H  4.995  4.056  1.216  0.4515
H  4.581  2.976  -0.111  0.3655
H  5.802  2.495  1.073  0.4308
C  3.549  0.918  1.399  -1.4887
H  4.501  0.383  1.399  0.6646
H  2.903  0.425  2.133  0.2362
H  2.550  4.179  1.895  0.4130
H  1.684  2.690  2.280  0.3790
N  3.942  -1.346  -0.062  -0.7469
C  3.334  -2.547  0.320  0.2865
C  1.993  -2.579  0.692  -0.0494
C  1.420  -3.766  1.107  -0.8886
C  2.176  -4.925  1.172  -0.5511
C  3.514  -4.891  0.817  -0.4715
C  4.093  -3.713  0.385  -0.5305
H  5.136  -3.688  0.101  0.3469
H  4.111  -5.790  0.866  0.3884
H  1.725  -5.850  1.497  0.3976
H  0.376  -3.778  1.378  0.4651
H  1.399  -1.679  0.653  0.3796
H  4.848  -1.457  -0.510  0.2772
C  1.831  0.433  -3.964  -0.9360
N  1.635  0.354  -5.096  -0.6260
H  1.405  2.531  -2.335  1.0099
H  0.326  -0.885  -1.213  0.6156
H  -2.933  -3.445  -0.565  0.3133
H  -3.802  -2.063  0.154  0.2968

The spin multiplicity is 1. Its orbital gap is 8.421 eV. The SMILES is COc1cc([C@@H]2C(C#N)=C(N)N(Nc3ccccc3)C3=C2C(=O)CC(C)(C)C3)ccc1OCc1ccccc1. The energy above the lowest of the compared OMol25 structures with the same formula, charge and spin comes out at 2.4 kcal per mole.